This record from the Open Molecules 2025 dataset describes 3 unconnected molecules or ions with the total composition C5H16N2O2. The level of theory is wB97M-V/def2-TZVPD.

Output
- spin multiplicity = 1
- molar mass (g/mol) = 136.20
- Kohn-Sham gap (eV) = 9.98
- charge = 0

Each line ends with the natural charge from an NBO analysis.
Cartesian coordinates (Å):
C 1.8134 1.5421 -1.1531  -0.69
C 1.4504 0.3566 -0.2826  0.74
N 1.8986 0.4731 1.0173  -0.84
O 1.5117 -0.8073 -0.7942  -0.72
H 2.8942 1.6556 -1.1870  0.25
H 1.4508 1.3744 -2.1638  0.23
H 1.3740 2.4517 -0.7502  0.20
H 1.6032 -0.2967 1.6105  0.43
H 1.8819 1.3916 1.4332  0.37
C -1.5767 -1.6370 -1.1745  -0.65
C -1.6571 -0.7756 0.0588  -0.20
N -0.7126 0.5676 -0.0312  -0.59
C -1.0285 1.4877 1.0477  -0.42
H -2.1813 -1.1956 -1.9719  0.20
H -1.9065 -2.6509 -0.9714  0.22
H -0.5589 -1.6903 -1.5533  0.25
H -2.6510 -0.3121 0.1285  0.16
H -1.5257 -1.3011 0.9998  0.24
H -0.9745 0.9936 -0.9174  0.36
H -2.1012 1.7149 1.1111  0.18
H -0.5043 2.4366 0.9178  0.19
H -0.7239 1.0281 1.9876  0.20
O 0.5456 -2.0822 1.1794  -1.08
H 1.0071 -1.6931 0.2240  0.50
H 0.6714 -3.0317 1.2347  0.47

=====

This record from the Open Molecules 2025 dataset describes 2 unconnected molecules or ions with the total composition C2H5BrS. The level of theory is wB97M-V/def2-TZVPD.

Output
- spin multiplicity = 3
- molar mass (g/mol) = 141.03
- Kohn-Sham gap (alpha / beta) (eV) = 8.35 / 8.25
- charge = 0

Each line ends with the Mulliken spin population.
Cartesian coordinates (Å):
C -0.2892 -1.4970 0.0560  0.04
C 2.5347 0.8136 -0.1700  1.52
S 2.9608 2.3218 0.5190  0.19
Br 3.7084 -0.6002 -0.2402  0.20
H -0.7660 -0.8260 -0.6603  0.00
H -0.9147 -1.6179 0.9176  0.00
H 0.6580 -0.8192 0.1066  -0.01
H -0.1101 -2.4190 -0.4678  0.00
H 4.3345 2.3566 0.7721  0.06

=====

This record from the Open Molecules 2025 dataset describes a molecular structure, C3H9S. The level of theory is wB97M-V/def2-TZVPD.

Output
- spin multiplicity = 1
- molar mass (g/mol) = 77.17
- Kohn-Sham gap (eV) = 5.95
- charge = -1

Each line ends with the natural charge from an NBO analysis.
Cartesian coordinates (Å):
C 1.7951 -0.8028 -0.9301  -0.61
C 0.3767 -0.3676 -1.3072  -0.62
H 2.2514 0.0055 -0.3660  0.21
H 2.4048 -0.9162 -1.8317  0.18
H 1.7624 -1.7927 -0.4664  0.20
H 0.3835 0.3105 -2.1573  0.19
H -0.3013 -1.2236 -1.4191  0.20
H -0.1014 0.1540 -0.4699  0.24
C -1.7511 0.7180 1.3759  -0.75
S -1.5121 1.7009 3.4271  -0.87
H -2.4405 -0.0983 1.5400  0.19
H -2.1853 1.6790 1.1726  0.22
H -0.6823 0.6332 1.4323  0.21

=====

This record from the Open Molecules 2025 dataset describes a single C7H8N2 molecule. The level of theory is wB97M-V/def2-TZVPD.

Output
- spin multiplicity = 1
- molar mass (g/mol) = 120.15
- Kohn-Sham gap (eV) = 9.03
- charge = 0

Each line ends with the natural charge from an NBO analysis.
Cartesian coordinates (Å):
H -2.9485 2.3109 -0.9021  0.36
N -2.0373 2.4173 -0.5914  -0.53
C -1.4054 1.3991 -0.1366  0.13
C 0.0004 1.3697 0.0637  -0.05
C 1.2334 1.3802 0.0003  0.05
C 2.6620 1.2622 0.1704  -0.29
C 3.2585 0.1243 -0.1401  -0.31
C -2.0782 0.1537 0.1281  0.24
C -1.2747 -1.1118 -0.1908  -0.70
N -3.2743 0.1429 0.4885  -0.57
H -3.4363 -0.8187 0.7493  0.33
H 3.3375 2.1009 0.4075  0.24
H 4.3880 0.0267 -0.0082  0.20
H 2.7450 -0.7689 -0.3629  0.20
H -0.5641 -1.3360 0.6456  0.25
H -1.0100 -1.0175 -1.3318  0.24
H -1.8760 -1.9788 -0.1515  0.21

=====

This record from the Open Molecules 2025 dataset describes 6 unconnected molecules or ions with the total composition C3H18O5. The level of theory is wB97M-V/def2-TZVPD.

Output
- spin multiplicity = 1
- molar mass (g/mol) = 134.17
- Kohn-Sham gap (eV) = 10.49
- charge = 0

Each line ends with the natural charge from an NBO analysis.
Cartesian coordinates (Å):
C 2.5844 -1.0905 -1.9864  -0.61
C 1.5475 -0.4469 -0.9915  -0.41
C 1.6130 0.9975 -0.9203  -0.61
H 2.1836 -1.3428 -2.8721  0.20
H 2.9772 -2.0228 -1.7037  0.21
H 3.4291 -0.4041 -1.8844  0.19
H 1.5286 -1.0089 -0.0377  0.23
H 0.6254 -0.6044 -1.6011  0.19
H 1.0635 1.4495 -0.1328  0.22
H 2.6855 1.2121 -0.8467  0.19
H 1.4565 1.5073 -1.8927  0.20
O -2.1769 1.3334 -1.0637  -0.99
H -2.2251 2.0864 -1.6617  0.48
H -2.8083 0.6168 -1.2954  0.52
O 1.0735 -2.2732 2.0369  -0.94
H 0.4771 -1.6419 2.1559  0.47
H 1.3021 -2.5107 2.9077  0.46
O -0.7190 -0.3099 2.8517  -0.98
H -0.0740 0.0442 3.2723  0.44
H -0.9829 0.4843 2.1643  0.50
O -3.7200 -0.5539 -0.1919  -0.96
H -3.5099 -1.4351 -0.2850  0.48
H -3.9514 -0.2917 0.7023  0.50
O -1.2250 1.8849 1.3057  -0.95
H -1.5886 1.6156 0.5049  0.50
H -1.5658 2.7046 1.4652  0.47

=====

This record from the Open Molecules 2025 dataset describes a molecular structure, C14H13Br2InN4O2. The level of theory is wB97M-V/def2-TZVPD.

Output
- spin multiplicity = 1
- molar mass (g/mol) = 543.91
- Kohn-Sham gap (eV) = 7.63
- charge = +2

Each line ends with the natural charge from an NBO analysis.
Cartesian coordinates (Å):
In -1.6651 0.5854 -2.1249  0.87
C -2.6071 -3.8714 2.3511  -0.68
C -2.1091 -2.5142 2.0375  0.24
N -2.1363 -1.9412 0.8755  0.29
O -2.5009 -2.3131 -0.3525  -0.44
C -1.4888 -1.5321 2.8915  0.18
C -1.1507 -1.6656 4.3336  -0.67
N -1.2013 -0.4822 2.1845  0.01
O -1.6064 -0.6960 0.9051  -0.09
H -3.0734 -4.3663 1.5014  0.25
H -3.3287 -3.8208 3.1676  0.29
H -1.7747 -4.4866 2.6991  0.29
H -3.2141 -2.9748 -0.2780  0.53
H -1.5606 -2.5800 4.7547  0.25
H -1.5280 -0.8091 4.8906  0.28
H -0.0675 -1.6741 4.4568  0.28
Br 2.4310 6.2736 -1.4475  0.19
C 1.3489 4.7523 -1.4862  -0.03
C -0.0241 4.8638 -1.3424  -0.25
C -0.7686 3.7024 -1.4024  0.07
N -0.2269 2.4923 -1.5724  -0.58
C 1.1059 2.3860 -1.6878  0.15
C 1.9240 3.5004 -1.6600  -0.24
C 1.6424 1.0001 -1.8242  0.27
C 2.9986 0.7326 -1.9090  -0.26
C 3.4202 -0.5865 -1.9797  -0.03
Br 5.2440 -0.9768 -2.0772  0.19
C 2.4839 -1.6099 -1.9772  -0.26
C 1.1532 -1.2521 -1.9176  0.06
N 0.7333 0.0140 -1.8352  -0.60
H -0.5008 5.8218 -1.1950  0.26
H -1.8475 3.7406 -1.3084  0.22
H 2.9946 3.4246 -1.7732  0.25
H 3.7363 1.5201 -1.9246  0.25
H 2.7855 -2.6458 -2.0288  0.26
H 0.3789 -2.0115 -1.9447  0.20

=====

Energy above the lowest of the compared OMol25 structures with the same formula, charge and spin in kcal/mol, matching the order above: 34.4 32.6 52.2 80.9 44.7 9.4